Formula: C93H207N9O15
Source: OMol25
Level of theory: ωB97M-V/def2-TZVPD

Relative energy (zero: lowest compared OMol25 entry of this formula, charge and spin)   251.3 kcal per mole
Gap between HOMO and LUMO   7.88 eV
HOMO energy   -7.52 eV
Largest force on an atom   0.1061 Eh/bohr

Geometry as ORCA input:
```
! wB97M-V def2-TZVPD RIJCOSX def2/J DEFGRID3
* xyz 0 1
C -4.04 5.17 15.64
C -5.24 4.32 15.03
C -6.20 5.42 14.51
C -7.32 4.96 13.50
C -6.74 4.09 12.45
C -5.79 2.95 13.01
N -4.72 3.55 13.92
O -3.83 2.62 14.28
C -6.65 1.79 13.60
C -5.14 2.45 11.72
C -5.67 3.39 16.19
H -4.49 5.91 16.31
H -3.66 5.73 14.79
H -3.37 4.61 16.29
H -6.63 5.84 15.42
H -5.74 6.26 14.00
H -7.69 5.91 13.12
H -8.16 4.43 13.95
H -6.23 4.73 11.73
H -7.46 3.47 11.91
H -7.36 2.21 14.31
H -7.24 1.15 12.95
H -6.00 1.17 14.23
H -4.33 3.09 11.38
H -4.74 1.43 11.73
H -5.92 2.42 10.95
H -4.78 3.16 16.79
H -6.22 2.48 15.96
H -6.42 4.01 16.68
H -3.01 3.12 14.27
C -7.84 12.41 18.09
C -6.78 11.55 18.86
C -7.18 10.04 18.61
C -6.15 8.92 19.01
C -4.77 9.29 18.43
C -4.33 10.76 18.45
N -5.46 11.73 18.27
O -4.97 13.06 18.37
C -3.71 10.92 19.90
C -3.24 10.84 17.38
C -6.84 11.79 20.36
H -8.86 12.06 18.26
H -7.67 12.55 17.02
H -8.08 13.35 18.57
H -8.16 9.74 18.99
H -7.24 9.73 17.57
H -6.45 7.96 18.59
H -6.15 8.71 20.08
H -4.64 8.90 17.42
H -4.06 8.61 18.90
H -3.34 11.94 19.94
H -4.42 10.83 20.72
H -2.87 10.23 20.00
H -2.45 11.50 17.74
H -2.71 9.89 17.25
H -3.73 11.15 16.46
H -7.41 11.00 20.85
H -7.39 12.70 20.62
H -5.95 11.76 20.98
H -4.61 13.05 19.26
C 3.62 9.34 15.60
C 4.63 8.40 14.85
C 3.85 7.65 13.67
C 4.83 7.13 12.66
C 5.71 8.31 12.10
C 6.45 9.16 13.17
N 5.73 9.32 14.42
O 6.34 10.00 15.53
C 7.94 8.68 13.56
C 6.51 10.58 12.53
C 5.20 7.38 15.81
H 2.82 8.73 16.01
H 3.10 10.02 14.93
H 4.00 9.76 16.53
H 3.37 6.72 13.99
H 2.88 8.02 13.34
H 4.27 6.70 11.83
H 5.45 6.38 13.15
H 5.03 8.92 11.51
H 6.32 8.02 11.25
H 8.36 9.16 14.45
H 7.97 7.59 13.59
H 8.66 9.13 12.87
H 7.05 10.47 11.59
H 5.51 10.91 12.24
H 6.94 11.32 13.21
H 5.88 7.78 16.57
H 5.80 6.57 15.39
H 4.44 6.81 16.34
H 7.00 9.38 15.85
C 1.56 6.16 18.01
C 0.06 5.87 18.13
C -0.33 5.11 16.76
C 0.15 3.66 16.78
C -0.40 2.89 17.99
C 0.00 3.53 19.41
N -0.05 5.01 19.37
O 0.36 5.56 20.65
C -1.16 2.94 20.43
C 1.32 3.00 19.85
C -0.59 7.21 18.26
H 1.77 6.88 17.22
H 2.32 5.41 17.79
H 1.94 6.57 18.95
H -1.40 5.24 16.59
H 0.15 5.46 15.86
H 1.24 3.59 16.70
H -0.38 3.17 15.96
H 0.14 1.95 17.92
H -1.48 2.87 17.93
H -0.99 3.46 21.37
H -2.20 3.15 20.18
H -0.88 1.93 20.71
H 2.03 3.27 19.07
H 1.81 3.16 20.81
H 1.35 1.91 19.86
H -1.55 6.91 18.68
H -0.76 7.91 17.44
H -0.09 7.76 19.06
H -0.36 6.01 21.10
C -6.64 0.17 22.78
C -7.17 1.26 21.72
C -8.26 0.57 20.80
C -9.71 0.66 21.23
C -10.09 2.02 21.80
C -9.05 2.56 22.84
N -7.63 2.52 22.32
O -6.72 3.08 23.17
C -9.39 4.02 23.03
C -9.28 1.78 24.11
C -5.94 1.58 20.76
H -6.21 0.72 23.62
H -5.94 -0.48 22.26
H -7.40 -0.47 23.22
H -8.23 1.11 19.85
H -7.80 -0.41 20.74
H -9.76 -0.12 21.99
H -10.45 0.24 20.56
H -11.12 1.93 22.17
H -10.00 2.68 20.94
H -10.42 4.14 23.37
H -8.94 4.57 23.86
H -9.28 4.62 22.13
H -8.54 1.84 24.91
H -10.19 2.10 24.62
H -9.31 0.70 23.95
H -6.24 2.51 20.27
H -5.93 0.88 19.92
H -5.00 1.72 21.30
H -6.79 3.95 22.77
C 0.18 5.84 26.39
C -0.75 6.97 26.92
C -2.17 6.28 27.23
C -2.01 5.43 28.46
C -1.58 6.33 29.65
C -0.14 7.02 29.37
N -0.03 7.61 28.07
O 1.25 7.99 27.83
C -0.14 8.28 30.41
C 0.98 6.03 29.70
C -0.97 8.11 25.85
H 1.25 6.00 26.33
H -0.16 5.91 25.35
H 0.01 4.91 26.92
H -3.00 6.97 27.37
H -2.43 5.59 26.43
H -1.37 4.55 28.42
H -2.98 4.96 28.62
H -1.60 5.71 30.55
H -2.46 6.95 29.85
H 0.66 8.99 30.22
H -1.03 8.91 30.33
H -0.12 7.92 31.44
H 1.26 6.14 30.75
H 0.62 5.01 29.53
H 1.86 6.17 29.09
H -1.56 7.83 24.97
H -0.04 8.60 25.58
H -1.47 8.92 26.39
H 1.27 8.79 28.36
C 3.15 3.92 14.45
C 2.75 2.70 13.48
C 1.79 3.24 12.40
C 1.62 2.26 11.20
C 2.97 1.90 10.59
C 3.93 1.35 11.59
N 4.01 2.16 12.82
O 4.90 1.85 13.87
C 3.64 -0.21 11.86
C 5.29 1.40 10.84
C 2.02 1.59 14.35
H 2.28 4.50 14.73
H 3.73 4.59 13.81
H 3.75 3.79 15.35
H 0.81 3.50 12.81
H 2.10 4.09 11.79
H 0.92 2.78 10.55
H 1.12 1.38 11.60
H 3.32 2.82 10.12
H 2.73 1.18 9.81
H 3.90 -0.84 11.00
H 4.14 -0.54 12.77
H 2.60 -0.35 12.16
H 5.21 1.06 9.81
H 5.86 2.32 10.97
H 6.03 0.69 11.19
H 2.64 1.55 15.25
H 2.03 0.55 14.03
H 1.07 1.86 14.82
H 5.62 2.46 13.66
C 1.64 -3.29 17.47
C 1.11 -3.00 18.94
C 1.31 -4.31 19.71
C 1.20 -4.19 21.20
C 2.13 -3.16 21.79
C 1.85 -1.81 21.15
N 1.75 -1.90 19.61
O 1.73 -0.71 18.82
C 0.60 -1.25 21.84
C 3.17 -1.00 21.27
C -0.42 -2.80 18.86
H 2.69 -3.47 17.70
H 1.72 -2.37 16.89
H 1.07 -4.08 16.97
H 0.57 -5.04 19.37
H 2.25 -4.71 19.35
H 1.25 -5.19 21.62
H 0.17 -3.88 21.39
H 3.16 -3.45 21.61
H 2.00 -3.37 22.85
H 0.84 -1.30 22.91
H 0.56 -0.19 21.59
H -0.33 -1.72 21.52
H 3.38 -0.75 22.31
H 4.09 -1.34 20.80
H 3.14 0.03 20.90
H -0.98 -3.08 19.75
H -0.84 -3.40 18.05
H -0.69 -1.77 18.61
H 2.65 -0.43 18.79
C 5.16 8.59 19.51
C 4.89 7.83 20.84
C 5.03 6.20 20.53
C 5.24 5.26 21.69
C 6.37 5.77 22.62
C 6.24 7.19 23.05
N 5.80 8.13 21.93
O 5.82 9.40 22.25
C 5.14 7.35 24.18
C 7.64 7.71 23.47
C 3.47 8.18 21.23
H 4.60 8.03 18.75
H 6.24 8.56 19.35
H 4.80 9.62 19.53
H 4.04 5.96 20.15
H 5.78 6.02 19.76
H 5.60 4.29 21.35
H 4.33 5.16 22.28
H 7.30 5.54 22.11
H 6.38 5.27 23.58
H 4.96 8.40 24.41
H 4.25 6.78 23.93
H 5.35 6.89 25.14
H 7.61 8.51 24.22
H 8.13 6.93 24.06
H 8.42 7.88 22.73
H 3.33 9.25 21.38
H 3.30 7.73 22.20
H 2.63 7.85 20.62
H 6.65 9.62 21.81
C 4.69 1.44 18.80
C 5.11 0.78 17.53
O 4.52 -0.56 17.40
H 5.03 0.77 19.59
H 3.61 1.51 18.74
H 5.14 2.43 18.82
H 6.19 0.60 17.56
H 4.74 1.31 16.66
H 5.19 -1.16 17.08
C -2.37 2.32 26.22
C -2.24 1.44 24.92
O -2.11 2.25 23.78
H -3.19 3.02 26.12
H -1.38 2.77 26.20
H -2.53 1.56 26.99
H -3.11 0.81 24.78
H -1.32 0.86 25.02
H -1.97 1.65 23.04
C -2.45 6.52 11.70
C -1.49 5.46 11.98
O -2.23 4.54 12.76
H -3.37 6.08 11.31
H -2.08 7.17 10.90
H -2.51 7.08 12.63
H -0.66 5.65 12.66
H -0.96 4.99 11.15
H -2.86 4.17 12.14
C -3.31 7.77 22.44
C -3.92 6.46 22.82
O -2.81 5.60 22.86
H -3.66 8.57 23.09
H -3.45 7.89 21.37
H -2.22 7.81 22.46
H -4.59 6.09 22.04
H -4.59 6.56 23.68
H -2.45 5.58 23.75
C 2.05 2.50 23.56
C 1.95 2.55 25.05
O 2.50 1.30 25.53
H 1.33 1.90 23.01
H 3.08 2.23 23.31
H 1.98 3.50 23.15
H 0.91 2.51 25.38
H 2.53 3.33 25.53
H 2.76 1.37 26.45
C -0.15 9.85 14.49
C -0.44 9.34 13.06
O -1.44 10.08 12.48
H 0.06 10.92 14.46
H 0.69 9.38 15.02
H -0.93 9.78 15.25
H -0.70 8.28 13.01
H 0.49 9.38 12.50
H -1.27 10.12 11.53
*
```